Entry from OMol25: a cluster of 20 separate species, C81H212Cl2N12O31 in total at a distorted geometry (ωB97M-V with the def2-TZVPD basis set).

The value obtained for the orbital gap is 8.35 eV. As for the largest force on an atom: 0.07593 hartree/bohr. The calculation puts the energy at -193804.8706 eV. Its spin multiplicity is 1. For the molar mass, the calculation gives 1921.55 u.

CARTESIAN COORDINATES (ANGSTROEM)
Cl: 0.8925 9.9897 3.9754
C: 0.4586 8.3468 3.6806
C: -0.3750 7.8116 4.8273
Cl: 0.7197 7.6932 6.2639
H: 1.2301 7.5782 3.6340
H: -0.1246 8.2782 2.7623
H: -0.7035 6.7861 4.6588
H: -1.3206 8.2355 5.1654
C: -4.2231 3.3688 -2.8526
O: -4.2155 2.7477 -4.1235
H: -4.5041 2.5733 -2.1625
H: -3.2191 3.7089 -2.5988
H: -5.0071 4.1099 -3.0086
H: -5.0772 2.7347 -4.5465
C: -3.0800 -2.0703 -0.1866
O: -4.1533 -1.3301 -0.5512
H: -2.2015 -1.4933 -0.4757
H: -3.0974 -2.3910 0.8550
H: -3.0469 -2.9039 -0.8881
H: -4.7958 -1.6844 0.0680
C: 5.3709 1.0719 -3.5759
O: 5.5323 0.7819 -2.1534
H: 4.9628 2.0566 -3.8040
H: 6.2086 0.8034 -4.2195
H: 4.6396 0.4114 -4.0419
H: 6.3853 0.3632 -2.0173
C: -1.0475 -6.3244 -0.7996
O: -1.0976 -6.9529 0.4963
H: -0.0319 -6.2283 -1.1835
H: -1.7853 -6.7281 -1.4929
H: -1.3519 -5.3030 -0.5712
H: -0.8849 -7.8551 0.2463
C: 1.7162 -0.0756 5.4815
O: 2.6017 -0.9167 4.8558
H: 0.9875 -0.6923 6.0076
H: 2.1191 0.6561 6.1818
H: 1.2355 0.4786 4.6752
H: 2.6367 -1.6969 5.4140
C: 4.4462 -0.0491 2.1799
O: 3.9271 -1.2798 2.6181
H: 4.7078 -0.1956 1.1319
H: 3.6528 0.6949 2.1091
H: 5.2788 0.4033 2.7187
H: 3.4639 -1.1789 3.4529
C: 8.2787 -1.3339 -3.2889
O: 7.6836 -0.8982 -2.0858
H: 8.8122 -0.4675 -3.6799
H: 9.0296 -2.0596 -2.9763
H: 7.6383 -1.7449 -4.0692
H: 7.2799 -1.6648 -1.6722
C: -7.6242 -2.5986 1.8956
O: -6.7391 -1.8220 1.1087
C: -7.3836 -1.0249 0.1521
C: -7.5661 0.4326 0.7031
N: -7.8117 1.2729 -0.5357
C: -8.0294 2.6199 -0.0573
C: -6.7966 3.4236 0.3576
O: -6.2826 4.1668 -0.7369
C: -5.2787 5.0810 -0.3356
H: -8.5109 -2.0250 2.1655
H: -7.2481 -2.7746 2.9034
H: -7.8690 -3.5833 1.4976
H: -8.3350 -1.4100 -0.2146
H: -6.8156 -1.0891 -0.7760
H: -6.6462 0.7504 1.1938
H: -8.3532 0.4595 1.4566
H: -6.9310 1.2160 -1.0268
H: -8.6665 2.6049 0.8270
H: -8.5555 3.1796 -0.8305
H: -5.9418 2.8255 0.6733
H: -7.0840 4.2716 0.9792
H: -4.7733 5.4815 -1.2143
H: -4.5451 4.6419 0.3405
H: -5.8094 5.9547 0.0429
C: 6.7535 -4.3703 -2.5514
O: 6.8200 -3.6522 -1.3086
C: 6.4561 -4.4192 -0.1610
C: 4.9387 -4.6589 0.0078
N: 4.4304 -5.7440 -0.7917
C: 3.0326 -6.1064 -0.4591
C: 2.8694 -6.6484 1.0148
O: 4.0115 -7.3192 1.4586
C: 3.8054 -8.2195 2.6233
H: 7.6872 -4.0986 -3.0438
H: 6.0029 -3.9895 -3.2439
H: 6.4678 -5.4216 -2.5154
H: 6.8002 -3.8483 0.7014
H: 7.0922 -5.3029 -0.2098
H: 4.3577 -3.7876 -0.2945
H: 4.9746 -4.9925 1.0448
H: 5.0330 -6.5337 -0.6089
H: 2.8213 -6.8713 -1.2064
H: 2.2662 -5.3432 -0.5943
H: 1.9774 -7.2701 1.0908
H: 2.8207 -5.7485 1.6280
H: 4.4610 -9.0900 2.6449
H: 2.7644 -8.5385 2.6748
H: 4.0862 -7.6350 3.4994
C: 2.3023 -0.0482 -1.7635
O: 1.0078 0.4510 -2.0640
C: 0.0030 -0.0368 -1.2283
C: -0.4149 0.9067 -0.0595
N: 0.7474 1.3448 0.6510
C: 0.4862 2.4545 1.5897
C: -0.6849 2.1253 2.5233
O: -0.5845 2.9506 3.6371
C: -1.3804 2.5089 4.7218
H: 2.8876 0.7173 -2.2730
H: 2.4147 -1.0832 -2.0864
H: 2.6100 -0.0622 -0.7179
H: 0.2278 -1.0597 -0.9261
H: -0.8288 -0.4079 -1.8270
H: -1.0466 0.3530 0.6352
H: -1.0336 1.7300 -0.4167
H: 1.6288 1.4527 0.1698
H: 0.3904 3.3888 1.0365
H: 1.3716 2.5374 2.2201
H: -0.6380 1.0805 2.8303
H: -1.6296 2.2379 1.9913
H: -1.0674 1.5976 5.2315
H: -2.3942 2.4023 4.3359
H: -1.4237 3.2757 5.4953
C: 2.1006 1.9344 -6.4636
O: 2.0258 0.8619 -5.5061
C: 0.8902 -0.0141 -5.7551
C: 1.0066 -1.3132 -4.9365
N: -0.0429 -2.2487 -5.3458
C: -0.0829 -3.4878 -4.5029
C: -1.2651 -4.3845 -5.0430
O: -1.0457 -5.7678 -4.8287
C: -2.0333 -6.6259 -5.4828
H: 1.3240 2.5791 -6.0520
H: 1.8248 1.5187 -7.4327
H: 3.0911 2.3886 -6.4909
H: 0.8120 -0.2520 -6.8160
H: -0.0474 0.5378 -5.6888
H: 0.8575 -1.0926 -3.8795
H: 1.9409 -1.8385 -5.1347
H: -0.9059 -1.7249 -5.3124
H: -0.2054 -3.1842 -3.4632
H: 0.8828 -3.9764 -4.6328
H: -1.3540 -4.2334 -6.1188
H: -2.2267 -4.1809 -4.5718
H: -3.0322 -6.4049 -5.1067
H: -1.8647 -7.6471 -5.1410
H: -1.9979 -6.6554 -6.5718
C: -4.8620 -0.6868 8.7058
O: -4.0329 0.4059 8.9911
C: -3.6235 1.1769 7.8404
C: -2.9249 2.3582 8.3870
N: -1.4562 2.2443 8.4357
C: -0.8126 3.4409 8.8688
C: -1.1907 3.7092 10.2507
O: -1.3208 2.5868 11.0750
C: -1.5276 2.8085 12.4577
H: -5.9001 -0.4408 8.4820
H: -4.8000 -1.3915 9.5350
H: -4.3647 -1.3142 7.9661
H: -4.5468 1.4628 7.3365
H: -2.9257 0.7237 7.1363
H: -3.4312 2.5672 9.3294
H: -3.1159 3.2351 7.7686
H: -1.0829 1.4717 8.9685
H: -1.0659 4.3094 8.2608
H: 0.2655 3.2915 8.8100
H: -2.1491 4.2278 10.2261
H: -0.4826 4.4434 10.6350
H: -0.7485 3.5116 12.7520
H: -1.3302 1.8455 12.9286
H: -2.5033 3.1862 12.7633
C: -1.8099 5.4760 0.3153
O: -1.0777 6.1654 -0.6320
C: -1.7360 6.4192 -1.8765
C: -0.7505 7.1731 -2.7865
N: -0.3673 8.4062 -2.0404
C: 0.1899 9.3769 -2.9679
C: 1.7327 9.3118 -3.2025
O: 2.4236 9.1985 -1.9028
C: 3.8787 9.3416 -2.1554
H: -2.7966 5.9169 0.4573
H: -1.3144 5.7356 1.2508
H: -1.9842 4.4269 0.0764
H: -2.6017 7.0457 -1.6617
H: -2.1503 5.5588 -2.4020
H: -1.2353 7.3612 -3.7444
H: 0.0322 6.4515 -3.0203
H: 0.1369 8.2535 -1.1786
H: -0.1103 10.3856 -2.6840
H: -0.3815 9.2961 -3.8926
H: 1.9124 10.2610 -3.7072
H: 1.9476 8.4552 -3.8414
H: 4.0757 10.2689 -2.6934
H: 4.0760 8.4741 -2.7853
H: 4.4183 9.2767 -1.2106
C: -1.4696 2.9180 -6.2115
O: -0.7873 2.3254 -7.2793
C: -1.3719 2.1790 -8.5547
C: -2.7708 1.4071 -8.5871
N: -2.6115 0.0661 -8.1669
C: -3.8374 -0.6447 -7.6503
C: -4.0049 -0.4918 -6.1207
O: -3.0111 -1.1800 -5.3817
C: -3.3458 -1.3694 -3.9477
H: -0.7908 2.9979 -5.3624
H: -2.3820 2.4315 -5.8665
H: -1.7403 3.9647 -6.3504
H: -0.6789 1.5987 -9.1639
H: -1.4899 3.0765 -9.1620
H: -3.2659 1.4152 -9.5581
H: -3.5178 1.9991 -8.0583
H: -1.8231 -0.0182 -7.5412
H: -3.6691 -1.7084 -7.8187
H: -4.7102 -0.3173 -8.2153
H: -4.9987 -0.8623 -5.8696
H: -3.9401 0.5536 -5.8187
H: -3.1197 -0.4412 -3.4229
H: -2.7034 -2.1266 -3.4982
H: -4.4147 -1.5375 -3.8164
C: -10.5417 1.5804 3.6590
O: -9.1727 1.6335 3.9026
C: -8.5467 2.9349 3.8394
C: -7.0122 2.6579 3.9802
N: -6.3740 3.9473 3.6898
C: -4.9707 3.7131 3.7698
C: -4.1615 5.0057 3.5300
O: -4.4002 5.9948 4.5606
C: -4.1263 5.5916 5.9623
H: -10.9746 0.5812 3.7057
H: -10.6646 1.7735 2.5933
H: -11.0719 2.3311 4.2449
H: -8.9025 3.4902 4.7073
H: -8.9262 3.3065 2.8876
H: -6.9543 1.9235 3.1768
H: -6.8121 2.1405 4.9185
H: -6.6798 4.6195 4.3788
H: -4.7157 3.0070 2.9796
H: -4.5941 3.1566 4.6281
H: -4.3314 5.2719 2.4868
H: -3.1154 4.7236 3.4113
H: -3.4205 4.7719 5.8284
H: -5.0425 5.2630 6.4529
H: -3.6100 6.3468 6.5549
C: 2.2389 4.2344 4.8543
O: 2.9201 4.5739 3.6213
C: 4.3722 4.4668 3.5643
C: 4.9310 4.2945 2.1976
N: 4.5023 3.0135 1.5877
C: 4.7267 2.9700 0.1347
C: 4.2361 4.2077 -0.6906
O: 2.9101 4.4822 -0.3682
C: 2.3173 5.4071 -1.2156
H: 2.8077 4.5560 5.7267
H: 2.1843 3.1476 4.9179
H: 1.2314 4.6495 4.8264
H: 4.6630 3.7042 4.2868
H: 4.7214 5.3780 4.0501
H: 6.0007 4.3394 2.4020
H: 4.7507 5.1422 1.5365
H: 3.5067 3.1783 1.5472
H: 4.3020 2.0589 -0.2868
H: 5.8164 2.9777 0.1085
H: 4.2149 4.0343 -1.7665
H: 4.8027 5.1315 -0.5730
H: 1.2355 5.4302 -1.0843
H: 2.4873 5.1506 -2.2612
H: 2.6589 6.4406 -1.1577
C: 4.9457 -1.9012 -6.2471
O: 5.2144 -2.5181 -7.4510
C: 6.5812 -2.7772 -7.6099
C: 6.8562 -3.8656 -8.6400
N: 7.2171 -3.4026 -10.0174
C: 6.1883 -2.7523 -10.8357
C: 6.7995 -1.9606 -11.9959
O: 7.5086 -0.8192 -11.5080
C: 8.0100 -0.0471 -12.6751
H: 5.5028 -1.0136 -5.9472
H: 5.0864 -2.5498 -5.3825
H: 3.9651 -1.4360 -6.3470
H: 6.9936 -3.1275 -6.6636
H: 7.2530 -1.9449 -7.8196
H: 6.0912 -4.6344 -8.7488
H: 7.7846 -4.3781 -8.3882
H: 7.9154 -2.6759 -9.9512
H: 5.6563 -2.0677 -10.1751
H: 5.5335 -3.4853 -11.3069
H: 5.9817 -1.7661 -12.6898
H: 7.4873 -2.5824 -12.5690
H: 7.2919 0.5542 -13.2326
H: 8.5762 -0.7304 -13.3081
H: 8.7913 0.5810 -12.2471
C: 3.9227 -5.6549 -4.6390
O: 3.5903 -7.0188 -4.9508
C: 2.2792 -7.3362 -4.5068
C: 1.7887 -8.6772 -4.9601
N: 1.5361 -8.6275 -6.3540
C: 0.9963 -9.8762 -6.7297
C: 2.1033 -10.9161 -6.8573
O: 2.9630 -10.6610 -8.0364
C: 4.2110 -11.3954 -8.0629
H: 3.1953 -4.9273 -4.9987
H: 4.8668 -5.5432 -5.1723
H: 3.9869 -5.4888 -3.5636
H: 1.5585 -6.5668 -4.7837
H: 2.2972 -7.3015 -3.4175
H: 0.8432 -8.9225 -4.4765
H: 2.5831 -9.3815 -4.7133
H: 2.4375 -8.4308 -6.7650
H: 0.5881 -9.8334 -7.7395
H: 0.1727 -10.1462 -6.0687
H: 1.5352 -11.7983 -7.1523
H: 2.6983 -11.2334 -6.0009
H: 4.8637 -11.1984 -7.2124
H: 4.7039 -11.1996 -9.0151
H: 4.1362 -12.4827 -8.0439
C: -3.6428 -5.8728 15.2736
O: -3.7424 -5.7660 13.9167
C: -3.4093 -4.4842 13.3362
C: -1.9978 -4.4357 12.6873
N: -1.4350 -2.9995 12.3785
C: -2.2007 -2.1246 11.4176
C: -1.3890 -0.8287 11.1261
O: -0.3534 -1.0190 10.1950
C: 0.6152 0.0060 9.9886
H: -2.7108 -5.4217 15.6141
H: -3.7603 -6.8892 15.6493
H: -4.4250 -5.3334 15.8079
H: -3.5525 -3.7212 14.1013
H: -4.1125 -4.4155 12.5062
H: -2.0863 -4.9889 11.7522
H: -1.2145 -4.8987 13.2873
H: -0.4668 -3.1348 12.1247
H: -3.1545 -1.8889 11.8895
H: -2.3951 -2.5950 10.4537
H: -1.0401 -0.3575 12.0449
H: -2.1484 -0.1278 10.7797
H: 1.3921 -0.2509 9.2686
H: 1.1890 0.1577 10.9028
H: 0.1267 0.9134 9.6335

Mulliken atomic charge list, values in e, 99 entries: number 1, Cl, carries -0.19; number 2, C, carries 0.24; number 3, C, carries -0.01; number 4, Cl, carries -0.20; number 5, H, carries 0.04; number 6, H, carries 0.08; number 7, H, carries -0.36; number 8, H, carries 0.41; number 9, C, carries -0.24; number 10, O, carries -0.45; number 11, H, carries 0.16; number 12, H, carries -0.15; number 13, H, carries 0.40; number 14, H, carries 0.25; number 15, C, carries -0.54; number 16, O, carries -0.16; number 17, H, carries -0.16; number 18, H, carries 0.44; number 19, H, carries 0.34; number 20, H, carries 0.14; number 21, C, carries -0.63; number 22, O, carries -0.24; number 23, H, carries 0.23; number 24, H, carries 0.37; number 25, H, carries 0.10; number 26, H, carries 0.40; number 27, C, carries -0.09; number 28, O, carries -0.56; number 29, H, carries 0.01; number 30, H, carries 0.38; number 31, H, carries -0.02; number 32, H, carries 0.30; number 33, C, carries -0.15; number 34, O, carries -0.49; number 35, H, carries 0.32; number 36, H, carries 0.25; number 37, H, carries -0.22; number 38, H, carries 0.24; number 39, C, carries 0.00; number 40, O, carries -0.66; number 41, H, carries -0.04; number 42, H, carries -0.12; number 43, H, carries 0.35; number 44, H, carries 0.52; number 45, C, carries -0.65; number 46, O, carries -0.55; number 47, H, carries 0.34; number 48, H, carries 0.36; number 49, H, carries 0.10; number 50, H, carries 0.41; number 51, C, carries -0.80; number 52, O, carries -0.42; number 53, C, carries -0.98; number 54, C, carries 0.39; number 55, N, carries -0.45; number 56, C, carries -0.54; number 57, C, carries 0.15; number 58, O, carries -0.49; number 59, C, carries -0.51; number 60, H, carries 0.29; number 61, H, carries 0.31; number 62, H, carries 0.30; number 63, H, carries 0.37; number 64, H, carries 0.38; number 65, H, carries 0.06; number 66, H, carries 0.10; number 67, H, carries 0.32; number 68, H, carries -0.11; number 69, H, carries 0.43; number 70, H, carries 0.15; number 71, H, carries 0.24; number 72, H, carries 0.16; number 73, H, carries 0.03; number 74, H, carries 0.58; number 75, C, carries -0.70; number 76, O, carries -0.34; number 77, C, carries -1.16; number 78, C, carries -0.35; number 79, N, carries 0.00; number 80, C, carries -0.45; number 81, C, carries -0.78; number 82, O, carries -0.34; number 83, C, carries -0.72; number 84, H, carries 0.40; number 85, H, carries 0.06; number 86, H, carries 0.44; number 87, H, carries 0.44; number 88, H, carries 0.36; number 89, H, carries 0.52; number 90, H, carries 0.26; number 91, H, carries 0.36; number 92, H, carries -0.14; number 93, H, carries 0.24; number 94, H, carries 0.56; number 95, H, carries 0.32; number 96, H, carries 0.24; number 97, H, carries 0.29; number 98, H, carries 0.28; number 99, C, carries -0.52